Entry 1:
ORCA calculation (ωB97M-V/def2-TZVPD) on a single C5H10ClNO molecule in a non-equilibrium geometry.

Results
- HOMO energy: -9.27 eV
- Electronic energy: -21406.1086 eV
- HOMO-LUMO gap: 0.3688 hartree

```
! RIJCOSX wB97M-V def2-TZVPD def2/J DEFGRID3
* xyz 0 1
C -2.74334 -0.47262 -0.54822
C -1.26283 -0.60858 -0.14008
C -0.41000 0.55066 -0.64887
C 1.02366 1.54090 0.49873
C 1.16813 0.43395 -0.57617
H -3.31676 -1.38492 -0.19524
H -3.25562 0.35269 -0.02503
H -2.81397 -0.38867 -1.63185
H -0.89399 -1.55294 -0.56576
H -1.26989 -1.49644 1.63969
H -0.75188 0.75214 -1.72097
H -1.00656 1.67482 0.91672
H 1.66902 2.40476 0.30161
H 1.16003 1.20417 1.52592
H 1.62592 0.77530 -1.48783
N -0.37357 1.77680 0.08935
O -1.14968 -0.62545 1.29585
Cl 2.00073 -1.08475 -0.07422
*
```

---

Entry 2:
ORCA calculation (ωB97M-V/def2-TZVPD) on a gas-phase ion, C6H15N2 (charge +1) in a non-equilibrium geometry.

Results
- HOMO energy: -14.47 eV
- Electronic energy: -9437.1311 eV
- HOMO-LUMO gap: 0.4051 hartree

```
! RIJCOSX wB97M-V def2-TZVPD def2/J DEFGRID3
* xyz 1 1
C 1.77838 0.60391 0.43721
C 0.62768 -0.31300 -0.06936
C -1.33508 0.28322 -1.44830
C -1.39273 1.33787 0.90592
C -1.72721 -1.24283 0.47504
C -1.05059 0.01330 0.09376
N 1.05516 -1.35531 -0.54003
N 3.06063 0.16050 -0.04141
H 1.72132 1.68284 0.26401
H 1.71478 0.48575 1.60807
H -2.44350 0.40356 -1.35511
H -1.06525 -0.59866 -2.03342
H -0.72609 1.23424 -1.62244
H -0.59372 1.47953 1.76204
H -1.31132 2.09906 0.06970
H -2.42364 1.06225 1.15842
H -2.82109 -1.21302 0.24301
H -1.60550 -1.26076 1.59151
H -1.07998 -2.03065 0.03646
H 2.11810 -1.39032 -0.66158
H 0.31370 -1.87740 -0.99487
H 3.64011 0.83046 -0.56387
H 3.54585 -0.39457 0.68526
*
```

---

Entry 3:
ORCA calculation (ωB97M-V/def2-TZVPD) on 7 unconnected molecules or ions with the total composition BrH13O6 in a non-equilibrium geometry.

Results
- HOMO energy: -7.88 eV
- Electronic energy: -82536.3230 eV
- HOMO-LUMO gap: 0.2724 hartree

```
! RIJCOSX wB97M-V def2-TZVPD def2/J DEFGRID3
* xyz 0 1
O -0.32715 0.24325 -1.10420
H 0.46885 -0.30675 -1.41620
H -1.07915 -0.34375 -0.65120
H 0.26085 0.51925 -0.49820
Br 1.28485 -2.39775 -1.93220
O -2.39115 -1.33775 -0.92420
H -2.36715 -2.19475 -0.62720
H -2.71915 -1.39075 -1.91720
O -2.13915 1.12025 1.90380
H -2.05815 2.05525 2.30180
H -1.33815 0.58325 1.85980
O 3.02485 1.15725 -1.85020
H 3.36985 0.49225 -1.34320
H 2.48485 1.78125 -1.40820
O -0.38615 -1.00175 1.66980
H -1.10915 -1.84975 1.83980
H 0.38585 -1.46275 1.74580
O 1.53785 1.34425 0.45380
H 1.21385 2.14625 0.74880
H 1.88285 0.84325 1.14880
*
```

---

Entry 4:
ORCA calculation (ωB97M-V/def2-TZVPD) on 3 unconnected molecules or ions with the total composition C3H13NO2S2 in a non-equilibrium geometry.

Results
- HOMO energy: -8.49 eV
- Electronic energy: -30576.9887 eV
- HOMO-LUMO gap: 0.3330 hartree

```
! RIJCOSX wB97M-V def2-TZVPD def2/J DEFGRID3
* xyz 0 1
N -1.92848 -1.47522 -1.34933
C -1.63918 -0.13785 -1.74249
C -0.12574 -0.01236 -2.05329
S 0.81105 0.06611 -0.49490
S 0.01707 1.44116 0.74869
C 0.11215 3.08649 -0.02741
H -2.77319 -1.92228 -1.72649
H -1.66026 -1.74988 -0.42335
H -2.23886 0.13444 -2.63013
H -2.03317 0.67581 -1.09131
H 0.19806 -1.00908 -2.41621
H 0.09413 0.83685 -2.69202
H -0.86721 3.51508 -0.13283
H 0.63384 3.73239 0.67980
H 0.72434 3.05602 -0.91132
H 1.47788 -0.43918 3.58073
H 0.15463 0.23275 3.46802
O 0.58988 -0.47312 3.97745
H 0.88537 -4.30002 0.31407
H 0.54830 -2.85966 -0.08491
O 1.28992 -3.46677 0.05030
*
```

---

Entry 5:
ORCA calculation (ωB97M-V/def2-TZVPD) on a molecular structure, C52H42AsGeN3OS2Sc in a non-equilibrium geometry.

Results
- HOMO energy: -2.54 eV
- Electronic energy: -220851.0738 eV
- HOMO-LUMO gap: 0.1625 hartree

```
! RIJCOSX wB97M-V def2-TZVPD def2/J DEFGRID3
* xyz -1 1
Sc 0.59268 -1.40384 -0.98312
C 4.06941 -1.83277 -4.15192
C 5.20941 -1.74165 -3.39417
C 5.07789 -1.61264 -2.02107
C 3.81935 -1.57658 -1.45825
N 2.71349 -1.62733 -2.18895
C 2.84395 -1.76616 -3.50979
C 3.64937 -1.43936 0.02577
C 4.69731 -1.63052 0.90348
C 4.48828 -1.45094 2.26336
C 3.24117 -1.06739 2.69360
C 2.24755 -0.91807 1.74304
N 2.44507 -1.12684 0.44350
H 4.10392 -1.94256 -5.22686
H 6.18992 -1.76382 -3.85277
H 5.95352 -1.51513 -1.39702
H 1.93014 -1.83378 -4.07674
H 5.66457 -1.94406 0.54087
H 5.29719 -1.60614 2.96800
H 3.01891 -0.88798 3.73768
H 1.25291 -0.62158 2.02477
O -1.45320 -2.17132 -1.26085
N -2.32842 -1.83694 -2.17723
C -3.63563 -1.96555 -1.85744
C -4.62255 -1.66613 -2.75205
C -4.25197 -1.22218 -4.02532
C -2.92092 -1.10697 -4.33861
C -1.90569 -1.41930 -3.40849
S -0.24715 -1.28303 -3.71707
H -3.81402 -2.30839 -0.84986
H -5.65593 -1.76631 -2.45095
H -5.00701 -0.97016 -4.76023
H -2.59430 -0.76613 -5.31119
S 0.85881 -3.89340 -0.16485
C -0.47120 -4.45077 0.86426
C -0.68572 -5.83977 0.95224
C -1.60257 -6.38737 1.83236
C -2.33509 -5.56687 2.68714
C -2.15392 -4.19771 2.59962
C -1.27213 -3.62814 1.67522
As -1.04682 -1.69057 1.50871
C -0.75777 -1.35785 3.43150
C -1.35125 -0.30827 4.12438
C -1.04051 -0.07727 5.46272
C -0.12623 -0.88850 6.12227
C 0.48503 -1.93176 5.43284
C 0.17456 -2.15848 4.09766
C -2.85396 -0.99189 1.36275
C -2.93254 0.38623 1.16090
C -4.16982 1.01277 1.05956
C -5.33852 0.26700 1.14920
C -5.26334 -1.10895 1.33654
C -4.02620 -1.73648 1.44390
H -0.08747 -6.48235 0.31696
H -1.73347 -7.46410 1.86802
H -3.02910 -5.98689 3.40529
H -2.69492 -3.55057 3.27967
H -2.06379 0.33684 3.62451
H -1.51810 0.74053 5.98899
H 0.10735 -0.71249 7.16612
H 1.19948 -2.57378 5.93825
H 0.64832 -2.97929 3.56826
H -2.01790 0.96023 1.04395
H -4.20863 2.08383 0.90157
H -6.30444 0.75347 1.06897
H -6.16996 -1.70095 1.39864
H -3.98612 -2.81073 1.56584
C -0.20986 0.57221 -0.76934
Ge 0.49964 2.28495 -0.97490
C 2.37213 2.44982 -0.37175
C 2.67174 2.07661 0.94386
C 3.96626 2.16356 1.44948
C 4.99996 2.62994 0.64351
C 4.72649 3.00699 -0.66597
C 3.42670 2.92013 -1.16175
C 0.37764 3.06502 -2.79228
C -0.40757 2.40291 -3.73607
C -0.58520 2.92374 -5.01724
C 0.03196 4.11604 -5.38117
C 0.81694 4.79263 -4.45372
C 0.97833 4.27318 -3.17175
C -0.50743 3.67890 0.06308
C -0.04973 4.29826 1.23098
C -0.86468 5.15328 1.97302
C -2.16384 5.41410 1.55937
C -2.64001 4.81601 0.39657
C -1.82071 3.96267 -0.33587
H -1.25254 0.62079 -1.11254
H 1.86740 1.71143 1.57527
H 4.16959 1.86739 2.47374
H 6.00917 2.70163 1.03428
H 5.52544 3.37202 -1.30234
H 3.23809 3.20275 -2.19318
H -0.85922 1.45225 -3.46529
H -1.20004 2.39039 -5.73512
H -0.09735 4.51721 -6.38078
H 1.29579 5.72701 -4.72757
H 1.56724 4.83395 -2.44909
H 0.96297 4.11336 1.57533
H -0.48406 5.61604 2.87738
H -2.79817 6.08107 2.13247
H -3.65280 5.01618 0.06238
H -2.21155 3.50149 -1.24113
*
```

---

> HOMO energy of number 5 (C52H42AsGeN3OS2Sc)?

-2.54 eV

---

> Which of these has the lowest electronic energy?

C52H42AsGeN3OS2Sc